{
  "formula": "C39H34ClN3SSi2Tl",
  "method": "the ωB97M-V functional and the def2-TZVPD basis",
  "species": ["C", "C", "C", "H", "C", "C", "H", "H", "H", "H", "Tl", "Si", "C", "C", "H", "C", "H", "C", "H", "C", "H", "C", "H", "C", "C", "H", "C", "H", "C", "H", "C", "H", "C", "H", "H", "Si", "C", "C", "H", "C", "H", "C", "H", "C", "H", "C", "H", "C", "C", "H", "C", "H", "C", "H", "C", "H", "C", "H", "H", "Cl", "N", "C", "C", "C", "C", "C", "C", "N", "C", "C", "C", "S", "C", "N", "H", "H", "H", "H", "H", "H", "H"],
  "coordinates": [[-1.82, -0.42, 4.41], [-2.59, -0.15, 3.24], [-2.18, -1.08, 2.22], [-3.37, 0.60, 3.15], [-1.15, -1.91, 2.78], [-0.95, -1.52, 4.14], [-0.29, -1.99, 4.85], [-1.95, 0.06, 5.37], [-2.60, -1.18, 1.24], [-0.67, -2.75, 2.28], [0.39, 1.26, 2.38], [0.72, 0.00, -1.58], [-0.44, 1.50, -1.47], [0.08, 2.73, -1.90], [1.12, 2.82, -2.13], [-0.78, 3.84, -2.01], [-0.39, 4.72, -2.52], [-2.08, 3.81, -1.51], [-2.73, 4.68, -1.65], [-2.52, 2.63, -0.91], [-3.51, 2.60, -0.50], [-1.71, 1.50, -0.86], [-2.04, 0.61, -0.28], [-0.23, -1.63, -1.51], [-1.47, -1.70, -2.15], [-1.85, -0.83, -2.64], [-2.21, -2.89, -2.12], [-3.16, -2.95, -2.67], [-1.77, -3.98, -1.36], [-2.37, -4.88, -1.31], [-0.60, -3.87, -0.62], [-0.29, -4.70, 0.01], [0.17, -2.71, -0.65], [1.03, -2.57, -0.02], [1.05, -0.01, -0.10], [1.59, 0.22, -3.81], [1.09, -1.42, -4.61], [0.38, -1.47, -5.84], [0.20, -0.56, -6.42], [-0.06, -2.72, -6.32], [-0.63, -2.76, -7.24], [0.23, -3.90, -5.63], [-0.12, -4.86, -6.00], [1.00, -3.83, -4.46], [1.24, -4.74, -3.91], [1.49, -2.61, -4.00], [2.16, -2.57, -3.12], [0.76, 1.61, -4.80], [-0.65, 1.57, -4.79], [-1.16, 0.76, -4.23], [-1.39, 2.57, -5.42], [-2.47, 2.57, -5.30], [-0.74, 3.54, -6.18], [-1.32, 4.31, -6.69], [0.66, 3.50, -6.30], [1.16, 4.25, -6.94], [1.41, 2.54, -5.62], [2.51, 2.47, -5.72], [3.01, 0.35, -4.30], [3.04, 0.34, -1.82], [2.21, 0.18, 6.60], [1.40, 1.15, 7.19], [1.24, 1.53, 8.51], [0.21, 2.45, 8.80], [-0.64, 2.91, 7.78], [-0.48, 2.50, 6.45], [0.56, 1.63, 6.16], [0.88, 0.96, 4.99], [1.86, 0.08, 5.27], [2.42, -0.86, 4.33], [3.23, -1.97, 4.64], [3.59, -2.87, 3.22], [2.67, -1.72, 2.27], [2.14, -0.74, 2.99], [2.92, -0.36, 7.06], [1.92, 1.12, 9.27], [0.08, 2.80, 9.82], [-1.44, 3.62, 8.04], [-1.13, 2.81, 5.63], [3.54, -2.21, 5.66], [2.60, -1.78, 1.18]],
  "mulliken_charge": [-0.144, -1.250, -0.291, 0.394, -0.175, -0.808, 0.500, 0.631, 0.671, 0.544, 0.937, 0.025, 0.388, -0.647, 0.494, -0.572, 0.458, -0.716, 0.425, -0.558, 0.470, 0.260, 0.242, 1.719, -0.413, 0.284, -0.863, 0.406, -0.713, 0.488, -0.698, 0.454, -0.482, 0.082, -0.576, 0.969, 0.537, -0.359, 0.357, -0.534, 0.415, -0.639, 0.391, -0.348, 0.402, -0.404, 0.285, 0.282, -0.009, 0.217, -0.740, 0.448, -0.526, 0.392, -0.534, 0.373, -0.572, 0.377, -0.376, -0.337, -0.030, 0.586, -0.897, -0.421, -0.632, -0.533, 0.165, -0.157, 0.217, -0.082, -0.413, -0.138, -0.127, -0.055, 0.209, 0.354, 0.393, 0.376, 0.412, 0.369, 0.372],
  "fmax_ev_per_a": 4.138,
  "lumo_energy_ev": [-4.6, -4.5],
  "charge": 1,
  "de_lowest_ev": 0.000
}